(1)
Here is a cluster of 2 separate species, C7H15NO4 in total in a non-equilibrium geometry from OMol25. Energies are from ωB97M-V with the def2-TZVPD basis set.

Results
Charge = 0
HOMO = -5.25 eV
E_LUMO = -1.02 eV
Energy above the lowest of the compared OMol25 structures with the same formula, charge and spin = 98.51 kcal/mol
Maximum force = 3.761 eV/Å
2S+1 = 1

Structure (XYZ):
```
27
Properties=species:S:1:pos:R:3:forces:R:3:lowdin_charge:R:1
O 3.516 -0.879 0.671 1.51 -3.43 -0.28 0.195
C 3.053 0.174 0.735 -1.43 2.76 -0.02 -0.556
O 3.530 1.086 1.616 -0.28 0.55 0.05 0.116
C 1.924 0.649 -0.183 0.14 -0.18 -0.25 -0.095
C 1.057 -0.543 -0.651 0.42 0.81 0.23 -0.095
C -0.369 -0.202 -1.161 0.52 -1.55 0.19 -0.208
C -1.354 -1.229 -0.554 0.35 -0.49 0.12 -0.169
O -1.802 -0.864 0.746 -0.32 0.06 -0.33 -0.082
C -2.425 0.382 0.639 0.75 -0.06 -0.02 -0.194
C -1.304 1.417 0.479 -1.56 0.26 -0.33 -0.075
N -0.814 1.217 -0.926 -0.41 0.18 0.11 0.076
H 2.981 1.880 1.569 0.24 0.00 0.15 0.101
H 1.379 1.462 0.307 -0.05 -0.09 -0.03 0.087
H 2.436 1.068 -1.056 -0.04 0.28 0.10 0.132
H 1.054 -1.321 0.118 -0.45 0.07 0.07 0.123
H 1.586 -0.990 -1.490 -0.01 -0.15 0.01 0.132
H -0.394 -0.370 -2.238 -0.03 0.32 -0.08 0.153
H -2.217 -1.431 -1.202 -0.02 0.25 0.00 0.134
H -0.778 -2.174 -0.421 -0.38 -0.19 0.42 0.091
H -3.064 0.627 1.486 0.19 -0.27 0.24 0.137
H -3.054 0.387 -0.268 -0.19 0.25 0.15 0.129
H -0.520 1.258 1.206 0.09 0.02 -0.03 0.134
H -1.773 2.402 0.534 0.52 0.23 0.04 0.135
H -0.146 1.930 -1.226 0.25 -0.28 0.15 0.172
H -1.645 1.360 -1.505 0.11 -0.02 -0.08 0.175
O -0.417 -3.728 0.915 0.08 0.63 -0.85 -0.562
H -0.440 -3.569 1.859 -0.02 0.04 0.26 -0.186
```
Forces are in eV/Å.

***

(2)
Here is a structure of composition C2HLaO3 in a non-equilibrium geometry from OMol25. Energies are from ωB97M-V with the def2-TZVPD basis set.

Results
Charge = +2
HOMO (alpha / beta) = -16.93 / -16.93 eV
E_LUMO (alpha / beta) = -11.83 / -11.84 eV
Energy above the lowest of the compared OMol25 structures with the same formula, charge and spin = 62.80 kcal/mol
Maximum force = 4.772 eV/Å
2S+1 = 1

Structure (XYZ):
```
7
Properties=species:S:1:pos:R:3:forces:R:3:lowdin_charge:R:1
O 0.314 1.291 0.582 -1.35 -4.50 0.84 -0.031
C 0.686 2.476 0.062 1.36 3.16 -2.14 -0.299
O 1.319 2.640 -0.943 -1.13 -0.88 1.43 0.170
C -0.414 0.276 -0.114 0.69 2.01 -0.58 -0.426
O -1.064 0.567 -1.078 0.62 -1.74 1.35 0.110
La -0.069 -2.354 0.731 -0.32 2.17 -0.75 2.303
H 0.372 3.286 0.744 0.13 -0.23 -0.14 0.173
```
Forces are in eV/Å.

***

(3)
Here is a structure of composition C4H6LiNaO2 in a non-equilibrium geometry from OMol25. Energies are from ωB97M-V with the def2-TZVPD basis set.

Results
Charge = 0
HOMO (alpha / beta) = -5.12 / -5.21 eV
E_LUMO (alpha / beta) = -1.92 / -1.89 eV
Energy above the lowest of the compared OMol25 structures with the same formula, charge and spin = 127.07 kcal/mol
Maximum force = 6.296 eV/Å
2S+1 = 1

Structure (XYZ):
```
14
Properties=species:S:1:pos:R:3:forces:R:3:lowdin_charge:R:1
O 4.406 2.522 0.174 -1.51 1.69 4.35 -0.283
C 3.727 3.088 1.204 0.81 -2.28 -5.81 -0.342
C 2.422 3.467 0.933 -0.20 0.50 0.92 -0.228
Na -0.511 -1.155 -1.702 0.31 -0.06 0.40 0.507
Li -0.846 -2.561 1.630 0.12 0.26 -0.19 0.430
H 2.034 3.479 -0.108 0.39 -0.10 0.58 -0.001
H 1.837 4.031 1.666 0.15 -0.21 -0.14 -0.030
C 1.488 -0.495 0.863 0.05 1.24 1.58 -0.323
C 0.659 0.452 1.347 0.17 -1.26 -0.18 0.023
O 1.634 -0.802 -0.459 -0.79 -0.34 -1.64 -0.126
H 2.260 -0.971 1.472 -0.31 0.12 0.07 0.117
H 0.672 0.660 2.418 0.02 0.08 -0.43 0.072
H -0.088 0.944 0.720 0.45 0.10 0.20 0.061
H 2.109 -0.103 -0.927 0.35 0.26 0.30 0.122
```
Forces are in eV/Å.

***

Calculated total energy
In order: -631.2618 -333.2880 -476.0603
Unit: a.u.